No. 1
45
Properties=species:S:1:pos:R:3:nbo_charge:R:1 method="wB97M-V/def2-TZVPD" total_charge=+1 largest_force_ev_per_a=2.568 relative_energy_kcal_mol=0.0 e_homo_ev=-12.1 multiplicity=1 homo_lumo_gap_ev=5.95 energy_ha=-4858.92108
Tc -0.30275 -0.05132 0.86641 0.1043
S 3.44852 0.26152 1.32397 -0.3687
As 2.66968 -1.51838 0.69580 0.8932
S 0.92192 -1.13744 -0.67734 -0.2518
S -0.43142 -0.66491 2.86163 0.2108
S 3.08274 -3.45073 1.13862 -0.2844
C -0.69653 4.32770 0.95939 -0.6041
C -0.58188 3.01685 1.74505 -0.2013
C -1.83901 2.81445 2.60962 -0.5945
C 0.66373 3.05519 2.66960 -0.5804
C -0.35940 1.87193 0.83178 0.0412
H -0.87823 5.15069 1.64971 0.2337
H -1.53062 4.28476 0.25583 0.2235
H 0.21885 4.54258 0.40573 0.2179
H -1.91863 3.63597 3.32069 0.2342
H -1.78733 1.87580 3.15837 0.2155
H -2.73398 2.81081 1.98544 0.2198
H 0.54257 3.88894 3.36104 0.2398
H 1.58104 3.20359 2.09936 0.2237
H 0.74746 2.13405 3.24444 0.2183
H -0.03810 2.19045 -0.17540 0.2165
C -3.70014 -4.01356 -2.04494 -0.1689
C -2.73224 -3.13614 -2.51599 -0.2228
C -2.41186 -2.00440 -1.78872 -0.1276
C -3.04768 -1.72532 -0.57469 -0.5422
C -4.00907 -2.62453 -0.10782 -0.1813
C -4.33263 -3.75748 -0.83776 -0.1997
Si -2.76850 -0.10844 0.33201 1.2683
C -3.04842 1.39048 -0.76662 -0.5374
C -4.09705 2.27061 -0.49000 -0.1381
C -4.37992 3.33155 -1.33782 -0.2168
C -3.61755 3.53127 -2.47989 -0.1808
C -2.56308 2.67344 -2.76545 -0.1936
C -2.27955 1.61962 -1.91366 -0.2163
H -3.95722 -4.89537 -2.61616 0.2294
H -2.22960 -3.33074 -3.45448 0.2260
H -1.66264 -1.32588 -2.18155 0.1872
H -4.51610 -2.43353 0.83125 0.2190
H -5.08413 -4.43817 -0.46019 0.2292
H -3.62272 -0.03576 1.53522 -0.1418
H -4.71164 2.11894 0.39089 0.2129
H -5.20190 3.99627 -1.10720 0.2304
H -3.84054 4.35404 -3.14581 0.2314
H -1.96531 2.82155 -3.65538 0.2279
H -1.45346 0.95645 -2.15795 0.1983

***

No. 2
46
Properties=species:S:1:pos:R:3:nbo_charge:R:1 method="wB97M-V/def2-TZVPD" total_charge=+2 largest_force_ev_per_a=3.176 s2=2.04 e_homo_ev="-13.9 / -14.7" multiplicity=3 homo_lumo_gap_ev="6.64 / 5.79" energy_ha=-6215.47699
Au 2.20918 1.30475 -0.33263 0.7158
S 0.84219 2.87576 -1.46350 -0.0445
C -0.42173 1.82633 -1.93577 0.1340
N -1.16758 2.26371 -2.94941 -0.1547
N -2.34757 1.83396 -3.24435 -0.1652
C -3.35110 1.18822 -2.48309 0.0615
C -4.28655 0.44254 -3.19450 -0.1900
C -5.30337 -0.19727 -2.50974 -0.1877
C -5.40772 -0.05304 -1.13279 -0.1449
C -4.50003 0.74497 -0.43673 -0.2087
C -3.46340 1.36224 -1.10373 -0.1501
N -0.67759 0.56122 -1.40821 -0.2034
N 0.18110 0.08025 -0.66083 -0.1860
C -0.08290 -1.21607 -0.16104 0.0228
C 0.68282 -1.67288 0.90507 -0.1337
C 0.43868 -2.91989 1.44786 -0.2293
C -0.56843 -3.71655 0.91609 -0.1316
C -1.32834 -3.26634 -0.16005 -0.1907
C -1.09520 -2.01779 -0.70063 -0.1642
H -2.61524 2.09450 -4.18792 0.4271
H -4.20404 0.34944 -4.27224 0.2367
H -6.02035 -0.79896 -3.05167 0.2478
H -6.21138 -0.54438 -0.59976 0.2431
H -4.61992 0.89861 0.62762 0.2401
H -2.78742 2.02016 -0.57427 0.2182
H 1.42788 -1.01082 1.32062 0.1765
H 1.02458 -3.27897 2.28488 0.2356
H -0.76282 -4.69190 1.34353 0.2446
H -2.10160 -3.89924 -0.57446 0.2440
H -1.66736 -1.65294 -1.54298 0.2415
C 2.55647 3.37249 2.91288 -0.7710
Se 2.02795 1.77126 1.95318 0.4758
C 3.29029 0.49441 2.75747 -0.5712
C 4.61472 0.50739 2.03691 -0.5954
Se 4.40795 0.22712 0.13948 0.4761
C 4.19667 -1.69629 -0.02491 -0.7799
H 2.21368 3.28077 3.94084 0.2635
H 2.06232 4.21044 2.42864 0.2650
H 3.63408 3.50654 2.87217 0.2437
H 2.79704 -0.47415 2.73232 0.2388
H 3.43161 0.77298 3.80113 0.2667
H 5.31202 -0.24491 2.40291 0.2733
H 5.10063 1.47933 2.10533 0.2544
H 5.08113 -2.16029 0.40521 0.2567
H 4.16159 -1.90681 -1.09035 0.2647
H 3.29707 -2.04990 0.46143 0.2343

***

No. 3
50
Properties=species:S:1:pos:R:3:nbo_charge:R:1 method="wB97M-V/def2-TZVPD" total_charge=-1 largest_force_ev_per_a=2.887 relative_energy_kcal_mol=21.1 e_homo_ev=-3.5 multiplicity=1 homo_lumo_gap_ev=5.02 energy_ha=-2181.25899
C -4.12825 -3.74552 1.41013 -0.6210
C -3.45175 -2.89991 2.46398 -0.0618
O -4.31620 -1.76610 2.72473 -0.8297
P -3.68005 -0.31465 3.07648 2.3951
C -3.50457 -0.34277 4.79707 -1.1063
C -2.39106 -0.28038 5.68252 0.7329
O -2.49900 0.23603 6.80164 -0.7415
O -1.18413 -0.79811 5.24578 -0.5493
C -0.07273 -0.02540 5.78041 -0.0782
C -0.07082 1.36869 5.18197 -0.6513
O -2.49133 0.08204 2.28685 -1.1656
O -4.98592 0.56191 2.81962 -0.8345
C -5.00521 2.01287 2.68237 -0.0502
C -6.38750 2.40053 2.18354 -0.6231
H -3.44174 -4.47315 0.98482 0.1976
H -4.96604 -4.27794 1.86201 0.1993
H -4.51211 -3.13006 0.59491 0.2136
H -3.31415 -3.46085 3.39541 0.1777
H -2.47358 -2.52711 2.13136 0.1940
H -4.41239 -0.23245 5.35570 0.2289
H -0.19084 0.03368 6.87214 0.1975
H 0.83666 -0.59043 5.53511 0.1676
H 0.91366 1.83783 5.21704 0.1935
H -0.42127 1.33833 4.14300 0.2169
H -0.76467 1.99312 5.75826 0.2251
H -4.78880 2.46677 3.66108 0.1852
H -4.20855 2.31863 1.98627 0.1764
H -6.46755 3.47493 1.99055 0.1997
H -6.62938 1.86576 1.25748 0.2109
H -7.12990 2.11573 2.93904 0.2107
F 5.67726 -0.62024 -3.22801 -0.3387
C 4.68596 -0.08936 -2.44095 0.4061
F 4.47441 1.22581 -2.76864 -0.3342
S 3.20471 -1.11492 -2.59831 0.4294
N 2.15061 -0.02841 -1.79196 -0.6430
C 1.32038 0.91583 -2.44342 0.6798
O 1.23685 1.12441 -3.63731 -0.5333
C 0.56222 1.54355 -1.31351 -0.0906
C 1.01736 0.99712 -0.11541 -0.1601
C 0.37500 1.22293 1.08898 -0.1401
C -0.74408 2.05839 1.07243 -0.1475
C -1.16446 2.67556 -0.11144 -0.1958
C -0.52763 2.40153 -1.33550 -0.1923
C 2.12146 0.03617 -0.38818 0.6907
O 2.84585 -0.57069 0.38858 -0.5471
H 4.98626 -0.15791 -1.38801 0.1569
H 0.73073 0.71519 1.99288 0.2484
H -1.31583 2.20431 1.99287 0.2576
H -2.01435 3.35916 -0.08077 0.2171
H -0.85326 2.82956 -2.27879 0.2269

***

No. 4
46
Properties=species:S:1:pos:R:3:mulliken_spin:R:1 method="wB97M-V/def2-TZVPD" total_charge=+1 largest_force_ev_per_a=6.561 s2=6.07 relative_energy_kcal_mol=9.5 e_homo_ev="-6.9 / -10.9" multiplicity=5 homo_lumo_gap_ev="3.39 / 4.79" energy_ha=-2732.21885
C -3.46409 2.86314 -2.72914 0.0018
O -2.07983 3.17412 -2.52436 -0.0112
C -1.05093 2.27628 -2.54483 -0.0721
C -0.39167 1.91289 -1.27312 0.2731
C 0.01492 0.45544 -1.29484 0.1308
C 0.99953 0.37566 -2.37186 0.2396
C 0.77875 1.11918 -3.56042 -0.1098
C -0.46866 1.78158 -3.71682 0.2496
Fe 1.26326 2.52004 -2.11097 1.2567
C 2.37872 2.54083 -0.75405 0.0278
O 3.17483 3.05287 -0.07407 0.0119
C 0.72204 4.21867 -1.93257 -0.0043
O 0.44647 5.34862 -2.03393 -0.0222
C 2.40454 3.47197 -3.11987 -0.0487
O 3.16650 4.29235 -3.46050 -0.0118
H -3.99475 3.81060 -2.59518 0.0002
H -3.63641 2.47340 -3.73700 -0.0002
H -3.83266 2.10866 -2.01887 0.0011
H -0.74407 2.37101 -0.34146 -0.0137
H 0.36582 0.00980 -0.34107 0.0326
H -0.87509 -0.16868 -1.52373 0.0693
H 1.69864 -0.44307 -2.40310 0.0054
H 1.45910 1.04638 -4.42075 0.0008
H -0.86028 2.04409 -4.70580 0.0046
C -2.10545 -3.39939 1.84018 0.0574
C -1.50742 -3.05704 0.45993 0.0527
N -0.45748 -2.03817 0.49695 0.7637
C 0.31876 -2.05493 1.54519 0.6737
N -0.00984 -2.57251 2.77448 0.2281
C -1.03106 -3.61749 2.89226 0.0771
C 0.85430 -2.38323 3.94172 -0.0048
C 1.56888 -1.03715 3.93103 0.0131
C 2.63595 -0.99358 2.84836 0.0154
S 1.93767 -1.37988 1.23785 0.1090
H -2.74492 -2.55954 2.16304 -0.0095
H -2.75479 -4.28583 1.76696 -0.0111
H -1.07705 -3.97157 0.00227 0.0227
H -2.28074 -2.70080 -0.23167 0.0022
H -1.45767 -3.56391 3.90625 0.0126
H -0.58827 -4.61348 2.73096 -0.0236
H 0.21930 -2.46083 4.83331 0.0098
H 1.60335 -3.19499 3.98520 0.0006
H 0.85151 -0.23414 3.74104 -0.0020
H 2.02649 -0.84545 4.91095 -0.0027
H 3.07329 0.00806 2.76157 0.0018
H 3.45051 -1.69996 3.05050 0.0024

***

No. 5
43
Properties=species:S:1:pos:R:3:nbo_charge:R:1 method="wB97M-V/def2-TZVPD" total_charge=0 largest_force_ev_per_a=18.703 relative_energy_kcal_mol=401.2 e_homo_ev=-8.5 multiplicity=1 homo_lumo_gap_ev=8.28 energy_ha=-974.57183
C 2.83628 7.71787 -0.25970 -0.6349
C 2.31404 6.20507 -0.26264 0.0801
C 2.82046 5.27893 0.78125 -0.2252
C 2.30999 4.10567 0.71781 -0.1676
C 1.40194 3.69922 -0.40923 -0.1541
C 0.86581 4.71564 -1.20625 -0.1074
C 1.26367 6.07841 -1.21474 -0.2369
H 1.19292 6.58621 -1.99139 0.1979
H 0.30407 4.32436 -1.90808 0.1981
C 0.84494 2.36332 -0.16215 0.5286
N 1.31385 1.50348 0.91893 -0.4205
C 0.62684 0.45854 0.39267 0.2171
N -0.30607 0.62950 -0.88579 -0.2196
O -0.03342 1.92824 -0.90519 -0.2458
C 0.58212 -0.94875 0.96471 0.6289
O 1.12476 -1.06939 2.00972 -0.5565
N -0.53671 -1.76377 0.38587 -0.6816
H -1.02119 -1.38172 -0.29770 0.3905
C -0.50239 -3.27645 0.99592 -0.0481
C -2.08135 -3.30905 1.49536 -0.3793
C -2.45099 -4.77513 1.13416 -0.4448
C -2.85083 -5.03439 -0.12463 -0.3948
H -2.32740 -6.13235 -0.37477 0.1906
C -2.45685 -4.05728 -1.20141 -0.3759
H -2.50134 -4.57011 -2.27588 0.2347
H -2.80576 -3.27381 -1.08691 0.1496
C -0.94007 -4.03609 -1.63222 -0.3708
H -0.51417 -3.19668 -1.87621 0.2056
C -0.16172 -3.99585 -0.12777 -0.4311
H -0.21363 -5.12650 0.25421 0.1922
H 1.05835 -3.93035 -0.27932 0.2207
H -0.38661 -4.88476 -2.18235 0.2181
H -3.89896 -5.35250 -0.36120 0.2215
H -3.50217 -4.85664 1.63323 0.2094
H -1.84838 -5.44348 1.57586 0.2078
H -2.02493 -3.19102 2.65481 0.2294
H -2.54936 -2.74361 0.80437 0.1987
H -0.09911 -3.16958 1.94668 0.2534
H 2.67247 3.47409 1.54995 0.2477
H 3.57145 5.89168 1.59161 0.2415
H 3.71715 7.71641 -0.74393 0.2033
H 2.92027 8.34121 0.87805 0.2116
H 2.27201 8.50142 -0.91572 0.2178